(P)
Formula: C4H9NO
Source: OMol25
Level of theory: ωB97M-V/def2-TZVPD

Values from the calculation:
highest occupied orbital energy: -7.89 eV
LUMO: 0.82 eV
total charge: 0
gap between HOMO and LUMO: 8.71 eV

Positions of all 15 atoms, in Å:
C  -0.5246  -0.0686  1.3777
C  0.1836  -0.0389  -0.0259
C  1.2334  -1.0304  -0.3905
C  -0.6156  0.9030  -0.9207
N  0.3163  0.9799  2.0420
O  1.2406  1.1959  1.0313
H  -1.5943  -0.0172  1.2736
H  -0.4064  -1.1720  1.8085
H  1.2852  -1.1052  -1.3981
H  1.1344  -2.0312  -0.0814
H  2.0791  -0.7302  0.0356
H  -1.4716  0.4014  -1.3511
H  -0.0658  0.9766  -1.8158
H  -0.8463  1.7080  -0.3844
H  -0.2798  1.7513  2.1252

(Q)
Formula: C4H9NO
Source: OMol25
Level of theory: ωB97M-V/def2-TZVPD

Values from the calculation:
highest occupied orbital energy (spin up / spin down): -8.52 / -8.64 eV
LUMO (spin up / spin down): 0.12 / -0.92 eV
total charge: 0
gap between HOMO and LUMO (spin up / spin down): 8.64 / 7.72 eV

Positions of all 15 atoms, in Å:
C  1.2460  -0.4991  0.6104
N  -0.1283  -0.3994  0.2000
C  -0.8195  -1.6454  0.4077
C  -0.4897  1.3964  -1.4317
C  -0.2272  1.9930  -0.2008
O  -0.7921  1.5771  0.8456
H  1.7916  -1.2229  -0.0159
H  1.3280  -0.8479  1.6512
H  1.7322  0.4781  0.5133
H  -0.7710  -1.9409  1.4674
H  -1.8680  -1.5431  0.1137
H  -0.3570  -2.4619  -0.1707
H  -1.3851  0.8011  -1.5616
H  0.1063  1.6354  -2.3100
H  0.6337  2.6796  -0.1186

Relative energies with respect to the most stable structure, expressed in hartree: (P) 0.0136; (Q) 0.0000.

(P)
Formula: C4H6N2O2
Source: OMol25
Level of theory: ωB97M-V/def2-TZVPD

Values from the calculation:
highest occupied orbital energy: -7.65 eV
LUMO: 0.69 eV
total charge: 0
gap between HOMO and LUMO: 8.34 eV

Positions of all 14 atoms, in Å:
C  0.4172  -0.6702  0.5195
C  1.6108  -0.6085  -0.5039
C  0.6842  0.3458  -0.7569
C  -1.0207  -0.1851  0.2880
H  -0.1394  0.7308  1.6637
H  1.4732  -1.5721  -1.2262
H  2.5576  -0.2718  0.0135
H  -0.3141  0.0612  -1.4487
H  -1.4551  1.9549  -0.2011
H  -2.1981  -1.7153  -0.2133
N  -0.8501  1.2668  0.3723
N  -2.0706  -0.6227  -0.1275
O  0.7296  -0.1506  1.7395
O  0.5752  1.4369  -0.1189

(Q)
Formula: C4H6N2O2
Source: OMol25
Level of theory: ωB97M-V/def2-TZVPD

Values from the calculation:
highest occupied orbital energy: -7.44 eV
LUMO: 0.70 eV
structure (SMILES): [H]/N=c1/oc(O)cn1C
total charge: 0
gap between HOMO and LUMO: 8.14 eV

Positions of all 14 atoms, in Å:
H  1.3925  0.1318  -2.2989
N  1.4071  -0.6945  -1.7170
C  0.7314  -0.6026  -0.6576
O  0.6230  -1.6433  0.2076
C  -0.0350  -1.1513  1.3141
O  -0.1004  -1.9375  2.3957
C  -0.6275  0.0230  1.0381
N  -0.1247  0.4486  -0.1851
C  -0.5033  1.6581  -0.8522
H  0.2765  -2.8015  2.1788
H  -1.2551  0.6364  1.6536
H  -0.6492  2.4509  -0.1051
H  0.2948  1.9547  -1.5394
H  -1.4301  1.5272  -1.4326

(R)
Formula: C4H6N2O2
Source: OMol25
Level of theory: ωB97M-V/def2-TZVPD

Values from the calculation:
highest occupied orbital energy (spin up / spin down): -7.95 / -9.28 eV
LUMO (spin up / spin down): -0.52 / 0.08 eV
total charge: 0
gap between HOMO and LUMO (spin up / spin down): 7.42 / 9.36 eV

Positions of all 14 atoms, in Å:
C  -0.5673  1.3891  0.1406
C  0.6328  0.9940  -0.0894
C  -1.8238  0.5077  0.1525
C  1.9993  0.5616  -0.3552
N  -1.5372  -0.7974  -0.0685
N  -0.3085  -1.2942  -0.3271
O  -2.9742  0.9030  0.2456
O  0.1016  -1.9786  0.8924
H  -0.9916  2.3457  0.0872
H  2.4648  0.0239  0.5702
H  2.5587  1.4032  -0.5741
H  1.9682  -0.3074  -1.1516
H  -2.3967  -1.3277  -0.1231
H  0.8739  -2.4228  0.6004

Relative energies with respect to the most stable structure, expressed in hartree: (P) 0.3059; (Q) 0.0000; (R) 0.1801.

(P)
Formula: C4H6N2O2
Source: OMol25
Level of theory: ωB97M-V/def2-TZVPD

Values from the calculation:
highest occupied orbital energy: -9.13 eV
LUMO: -0.51 eV
structure (SMILES): OCC1(O)C=NN=C1
total charge: 0
gap between HOMO and LUMO: 8.62 eV

Positions of all 14 atoms, in Å:
O  0.4466  1.7219  -0.4602
C  -0.7044  0.9107  -0.1837
C  -0.4193  -0.4015  0.2943
O  -1.3586  -1.0780  0.6717
C  0.8646  -0.2146  1.0749
N  1.8778  -0.6259  0.5128
N  1.6965  -1.2172  -0.7135
C  0.3591  -1.2461  -0.8568
H  0.3178  2.7951  -0.7038
H  -1.2962  1.3741  0.7101
H  -1.6831  1.0998  -0.9651
H  -1.1146  -2.1753  0.5043
H  0.9498  0.4598  2.0151
H  0.0641  -1.4028  -1.9000

(Q)
Formula: C4H6N2O2
Source: OMol25
Level of theory: ωB97M-V/def2-TZVPD

Values from the calculation:
highest occupied orbital energy: -7.03 eV
LUMO: 0.81 eV
structure (SMILES): NC1=C(O)[C@H]2O[C@@]12N
total charge: 0
gap between HOMO and LUMO: 7.85 eV

Positions of all 14 atoms, in Å:
N  -0.2550  2.0242  -0.2297
C  -0.2743  0.6807  0.0062
C  -1.2296  -0.2683  0.1315
O  -2.5213  -0.1937  0.3838
C  -0.4206  -1.4894  -0.1927
O  0.5428  -1.2955  -1.3046
C  0.8028  -0.3456  -0.3507
N  2.0591  -0.3665  0.2454
H  0.4008  2.5913  0.2944
H  -1.1631  2.4749  -0.2821
H  -2.9026  -1.0740  0.2388
H  -0.1267  -2.1909  0.5777
H  2.6927  -1.0608  -0.1306
H  2.3949  0.5135  0.6126

(R)
Formula: C4H6N2O2
Source: OMol25
Level of theory: ωB97M-V/def2-TZVPD

Values from the calculation:
highest occupied orbital energy: -9.70 eV
LUMO: 0.33 eV
structure (SMILES): C1=N\OCCO\N=C/1
total charge: 0
gap between HOMO and LUMO: 10.03 eV

Positions of all 14 atoms, in Å:
C  0.0277  -1.6823  -0.3706
N  -1.2226  -1.2884  -0.6898
O  -1.5767  -0.4012  0.3709
C  -0.9527  0.9024  0.3935
C  0.1457  1.3029  -0.3585
O  1.3278  0.5187  -0.7011
N  1.7736  -0.2588  0.4446
C  0.9501  -1.2233  0.5949
H  0.5637  -2.3548  -1.2166
H  -1.8014  1.5276  0.0679
H  -0.8894  1.2991  1.5220
H  -0.0916  1.3463  -1.3482
H  0.3001  2.3450  -0.0068
H  1.4457  -2.0332  1.2977

(S)
Formula: C4H6N2O2
Source: OMol25
Level of theory: ωB97M-V/def2-TZVPD

Values from the calculation:
highest occupied orbital energy: -8.52 eV
LUMO: 0.41 eV
total charge: 0
gap between HOMO and LUMO: 8.93 eV

Positions of all 14 atoms, in Å:
C  1.3434  0.8535  1.8821
C  1.1163  0.0061  0.8368
C  -0.7159  1.2306  1.2559
C  -1.0007  -0.5043  -1.1270
N  0.1846  1.5108  2.1334
N  -0.1690  0.2754  0.4020
O  -0.0290  -1.2505  -1.7076
O  -1.3776  0.5295  -1.8843
H  1.9715  0.9247  2.7219
H  1.9197  -0.4078  0.2178
H  -1.6903  1.5803  1.4182
H  -1.6492  -1.0285  -0.5007
H  0.5556  -1.7057  -1.0844
H  -0.5358  0.7634  -2.2725

Relative energies with respect to the most stable structure, expressed in hartree: (P) 0.1484; (Q) 0.0690; (R) 0.1779; (S) 0.0000.